A molecular structure, C35H24BrF5N7O4STi. Source: the Open Molecules 2025 dataset; level of theory: ωB97M-V/def2-TZVPD.

Values from the calculation:
Largest force on an atom (eV/A): 0.595
Total charge: +1
Orbital gap (eV): 7.75

Atoms and positions in Å:
Ti (0.031, 0.955, 0.261)
C (1.990, 3.033, -2.097)
O (1.461, 1.712, -1.900)
C (1.160, 0.999, -3.008)
C (1.571, 1.270, -4.298)
C (1.165, 0.419, -5.323)
Br (1.736, 0.781, -7.083)
C (0.361, -0.673, -5.083)
C (-0.058, -0.945, -3.778)
C (0.361, -0.111, -2.749)
O (0.006, -0.342, -1.454)
C (-0.943, -2.043, -3.415)
N (-1.285, -2.255, -2.159)
C (-2.153, -3.334, -2.157)
C (-2.831, -3.954, -1.111)
C (-3.642, -5.024, -1.427)
C (-3.781, -5.473, -2.750)
C (-3.119, -4.863, -3.797)
C (-2.304, -3.785, -3.472)
N (-1.520, -2.940, -4.245)
H (3.026, 2.977, -2.431)
H (1.934, 3.524, -1.136)
H (1.380, 3.571, -2.822)
H (2.193, 2.125, -4.518)
H (0.066, -1.305, -5.910)
H (-0.652, -1.220, -1.468)
H (-2.727, -3.595, -0.095)
H (-4.190, -5.531, -0.644)
H (-4.428, -6.315, -2.954)
H (-3.233, -5.208, -4.816)
H (-1.413, -2.974, -5.244)
O (-1.188, 1.068, 1.554)
C (-2.204, 0.525, 2.251)
C (-3.149, 1.366, 2.829)
C (-4.186, 0.803, 3.549)
C (-4.281, -0.579, 3.692)
C (-3.337, -1.403, 3.115)
C (-2.278, -0.860, 2.382)
C (-1.239, -1.664, 1.766)
N (-0.290, -1.232, 0.940)
C (0.481, -2.336, 0.619)
C (0.002, -3.427, 1.257)
N (-1.088, -2.990, 1.973)
H (-3.052, 2.434, 2.693)
H (-4.932, 1.444, 4.000)
H (-5.100, -1.010, 4.252)
H (-3.442, -2.476, 3.228)
H (1.322, -2.268, -0.048)
H (0.324, -4.454, 1.270)
H (-1.647, -3.547, 2.596)
F (2.777, 6.103, 4.359)
C (2.302, 5.225, 3.486)
C (0.959, 4.895, 3.492)
F (0.148, 5.454, 4.384)
C (0.459, 3.976, 2.587)
F (-0.826, 3.648, 2.642)
C (1.297, 3.375, 1.649)
O (0.868, 2.491, 0.741)
C (2.651, 3.711, 1.670)
F (3.476, 3.120, 0.797)
C (3.154, 4.625, 2.573)
F (4.449, 4.925, 2.573)
N (1.557, 0.430, 3.064)
C (2.480, 0.165, 2.099)
C (3.808, -0.118, 2.465)
C (4.719, -0.424, 1.490)
C (4.314, -0.464, 0.153)
C (3.009, -0.168, -0.130)
N (2.096, 0.151, 0.811)
H (1.874, 0.632, 3.995)
H (0.632, 0.752, 2.832)
H (4.088, -0.089, 3.509)
H (5.745, -0.638, 1.759)
H (5.001, -0.712, -0.642)
H (2.650, -0.179, -1.148)
S (-1.573, 2.033, -1.282)
C (-1.514, 3.573, -0.602)
N (-1.476, 4.640, -0.160)


12 unconnected molecules or ions with the total composition C93H208N7O27P5 at a distorted geometry. Source: the Open Molecules 2025 dataset; level of theory: ωB97M-V/def2-TZVPD.

Values from the calculation:
SMILES: CC1(C)CCCC(C)(C)N1O.CC1(C)CCCC(C)(C)N1O.CC1(C)CCCC(C)(C)N1O.CC1(C)CCCC(C)(C)N1O.CC1(C)CCCC(C)(C)N1O.CC1(C)CCCC(C)(C)N1O.CC1(C)CCCC(C)(C)N1O.CCOP(=O)(OCC)OCC.CCOP(=O)(OCC)OCC.CCOP(=O)(OCC)OCC.CCOP(=O)(OCC)OCC.CCOP(=O)(OCC)OCC
Largest force on an atom (eV/A): 4.737
Orbital gap (eV): 8.09

Atoms and positions in Å:
C (0.698, 0.449, 4.747)
C (1.463, -0.642, 5.381)
C (2.015, -1.499, 4.252)
C (3.058, -2.460, 4.774)
C (4.209, -1.672, 5.382)
C (3.755, -0.911, 6.631)
N (2.624, -0.014, 6.140)
O (2.166, 0.786, 7.244)
C (3.424, -1.810, 7.808)
C (4.876, 0.093, 7.074)
C (0.606, -1.485, 6.378)
H (-0.191, 0.011, 4.270)
H (1.200, 0.844, 3.815)
H (0.294, 1.304, 5.399)
H (1.171, -1.926, 3.639)
H (2.466, -0.841, 3.530)
H (3.509, -2.946, 3.859)
H (2.620, -3.180, 5.448)
H (4.601, -1.016, 4.583)
H (5.028, -2.400, 5.554)
H (2.684, -2.561, 7.591)
H (4.423, -2.173, 8.176)
H (3.091, -1.181, 8.633)
H (5.067, 0.795, 6.311)
H (4.688, 0.678, 7.985)
H (5.858, -0.426, 7.107)
H (1.041, -2.462, 6.525)
H (-0.410, -1.639, 5.984)
H (0.537, -1.059, 7.344)
H (2.691, 1.628, 7.215)
C (5.918, 0.413, -3.574)
C (6.783, 1.197, -2.621)
C (6.024, 2.591, -2.453)
C (6.640, 3.325, -1.237)
C (6.430, 2.432, 0.024)
C (7.117, 1.101, -0.123)
N (6.716, 0.430, -1.367)
O (7.528, -0.759, -1.444)
C (8.657, 1.237, -0.079)
C (6.763, 0.227, 1.086)
C (8.200, 1.309, -3.262)
H (6.221, -0.643, -3.637)
H (5.957, 0.900, -4.561)
H (4.846, 0.446, -3.188)
H (6.128, 3.233, -3.345)
H (4.934, 2.365, -2.316)
H (6.324, 4.359, -0.980)
H (7.717, 3.498, -1.434)
H (5.336, 2.315, 0.179)
H (6.763, 2.883, 0.928)
H (8.976, 1.375, 0.985)
H (9.140, 0.357, -0.397)
H (9.165, 1.989, -0.672)
H (6.810, 0.799, 1.993)
H (5.747, -0.200, 1.005)
H (7.423, -0.637, 1.178)
H (8.241, 0.762, -4.235)
H (8.914, 0.725, -2.742)
H (8.437, 2.337, -3.285)
H (6.905, -1.460, -1.724)
C (-6.534, -6.638, 1.973)
C (-6.787, -5.335, 1.408)
C (-6.411, -4.352, 2.530)
C (-4.938, -4.076, 2.776)
C (-4.405, -3.662, 1.396)
C (-4.627, -4.707, 0.298)
N (-6.160, -4.943, 0.135)
O (-6.447, -5.845, -0.900)
C (-4.252, -3.985, -1.023)
C (-3.796, -5.947, 0.490)
C (-8.316, -5.188, 1.144)
H (-7.156, -6.823, 2.905)
H (-5.513, -6.889, 2.254)
H (-6.779, -7.492, 1.269)
H (-6.840, -3.427, 2.259)
H (-6.897, -4.716, 3.429)
H (-4.456, -4.962, 3.157)
H (-4.868, -3.171, 3.407)
H (-3.261, -3.495, 1.460)
H (-4.809, -2.696, 1.028)
H (-4.369, -4.679, -1.931)
H (-4.889, -3.149, -1.126)
H (-3.230, -3.564, -0.959)
H (-2.714, -5.713, 0.295)
H (-3.728, -6.263, 1.551)
H (-4.016, -6.744, -0.252)
H (-8.863, -5.515, 2.046)
H (-8.632, -5.684, 0.281)
H (-8.555, -4.088, 1.029)
H (-6.188, -6.761, -0.598)
C (-7.548, 0.929, 3.446)
C (-6.111, 0.875, 2.846)
C (-6.239, 1.458, 1.410)
C (-4.865, 1.753, 0.812)
C (-4.134, 2.689, 1.732)
C (-3.864, 2.144, 3.166)
N (-5.248, 1.775, 3.612)
O (-5.101, 1.215, 4.959)
C (-2.753, 1.170, 3.283)
C (-3.426, 3.286, 4.112)
C (-5.668, -0.613, 2.758)
H (-7.526, 0.612, 4.491)
H (-8.245, 0.238, 2.986)
H (-7.925, 1.937, 3.376)
H (-6.945, 0.879, 0.846)
H (-6.592, 2.473, 1.732)
H (-4.948, 2.321, -0.091)
H (-4.172, 0.974, 0.533)
H (-4.800, 3.524, 1.904)
H (-3.185, 2.911, 1.161)
H (-1.748, 1.647, 3.186)
H (-2.815, 0.554, 4.204)
H (-2.840, 0.570, 2.441)
H (-3.217, 2.932, 5.128)
H (-2.637, 3.844, 3.629)
H (-4.357, 3.915, 4.182)
H (-4.883, -0.744, 2.024)
H (-6.442, -1.223, 2.392)
H (-5.352, -0.948, 3.786)
H (-5.895, 1.505, 5.399)
C (4.756, -2.596, -0.024)
C (5.236, -3.628, -1.074)
C (4.285, -3.615, -2.340)
C (4.860, -4.453, -3.529)
C (6.261, -3.961, -3.854)
C (7.269, -3.993, -2.695)
N (6.554, -3.176, -1.557)
O (7.451, -3.213, -0.412)
C (7.493, -5.529, -2.315)
C (8.541, -3.197, -3.093)
C (5.242, -5.022, -0.442)
H (5.374, -2.610, 0.858)
H (3.746, -2.843, 0.117)
H (4.701, -1.608, -0.471)
H (3.276, -3.879, -2.056)
H (4.230, -2.554, -2.556)
H (4.209, -4.268, -4.396)
H (4.865, -5.540, -3.314)
H (6.185, -2.879, -4.094)
H (6.700, -4.457, -4.707)
H (6.555, -6.132, -2.419)
H (8.277, -5.898, -2.991)
H (7.856, -5.571, -1.256)
H (9.339, -3.228, -2.336)
H (9.005, -3.568, -3.971)
H (8.285, -2.195, -3.188)
H (5.214, -5.884, -1.136)
H (4.397, -5.075, 0.295)
H (6.133, -5.089, 0.198)
H (7.620, -2.302, -0.270)
C (-7.505, 0.761, -2.851)
C (-8.290, -0.559, -2.744)
C (-9.740, -0.258, -3.040)
C (-9.941, -0.150, -4.576)
C (-9.347, -1.433, -5.245)
C (-7.867, -1.627, -5.026)
N (-7.647, -1.653, -3.538)
O (-6.235, -1.589, -3.275)
C (-7.323, -3.022, -5.476)
C (-7.014, -0.650, -5.831)
C (-8.197, -1.057, -1.258)
H (-7.901, 1.552, -2.241)
H (-7.555, 1.118, -3.844)
H (-6.378, 0.623, -2.644)
H (-10.278, -1.095, -2.558)
H (-9.845, 0.780, -2.654)
H (-9.313, 0.737, -4.834)
H (-11.086, -0.091, -4.830)
H (-9.488, -1.338, -6.325)
H (-9.957, -2.266, -4.889)
H (-8.028, -3.837, -5.319)
H (-7.081, -2.974, -6.542)
H (-6.332, -3.183, -4.984)
H (-5.931, -0.733, -5.640)
H (-7.049, -0.997, -6.933)
H (-7.425, 0.336, -5.676)
H (-8.800, -0.325, -0.679)
H (-7.163, -0.990, -0.956)
H (-8.527, -2.098, -1.132)
H (-6.074, -2.446, -2.874)
C (-1.007, -0.912, 0.897)
C (-0.888, -0.075, -0.439)
C (-1.192, 1.422, -0.175)
C (-0.115, 2.114, 0.643)
C (1.135, 1.984, -0.172)
C (1.562, 0.596, -0.400)
N (0.446, -0.117, -1.020)
O (0.829, -1.460, -1.268)
C (2.698, 0.661, -1.410)
C (2.117, -0.060, 0.886)
C (-1.845, -0.507, -1.518)
H (-0.361, -1.818, 0.768)
H (-2.035, -1.177, 1.016)
H (-0.714, -0.426, 1.768)
H (-1.265, 1.994, -1.126)
H (-2.199, 1.386, 0.319)
H (-0.035, 1.731, 1.643)
H (-0.318, 3.174, 0.592)
H (1.942, 2.591, 0.294)
H (0.928, 2.398, -1.082)
H (2.995, -0.383, -1.669)
H (2.149, 1.082, -2.254)
H (3.535, 1.263, -1.082)
H (3.042, 0.494, 1.128)
H (1.423, 0.059, 1.690)
H (2.345, -1.112, 0.725)
H (-2.844, -0.587, -1.195)
H (-1.519, -1.387, -2.028)
H (-1.857, 0.325, -2.218)
H (1.005, -1.863, -0.406)
C (-0.457, -5.317, -2.804)
C (-0.371, -4.165, -1.754)
O (-0.378, -4.874, -0.410)
P (0.806, -4.855, 0.572)
O (1.476, -3.536, 0.630)
O (0.139, -5.485, 1.858)
C (-0.663, -4.702, 2.853)
C (-1.424, -5.781, 3.631)
O (1.833, -5.972, 0.157)
C (1.425, -7.329, 0.072)
C (2.275, -8.096, -0.873)
H (-1.269, -5.976, -2.658)
H (-0.633, -4.847, -3.796)
H (0.436, -5.901, -2.707)
H (0.494, -3.533, -1.849)
H (-1.178, -3.466, -1.698)
H (0.012, -4.082, 3.550)
H (-1.328, -4.034, 2.295)
H (-2.173, -6.346, 3.079)
H (-0.653, -6.488, 4.003)
H (-1.954, -5.333, 4.441)
H (1.578, -7.742, 1.064)
H (0.337, -7.433, -0.207)
H (3.189, -8.448, -0.360)
H (1.817, -8.931, -1.236)
H (2.586, -7.545, -1.773)
C (-3.413, -2.351, -3.972)
C (-3.038, -1.662, -5.380)
O (-1.883, -0.867, -5.298)
P (-0.636, -1.067, -6.247)
O (-0.306, -2.481, -6.306)
O (-1.122, -0.406, -7.593)
C (-1.010, 0.981, -7.745)
C (0.344, 1.455, -8.115)
O (0.305, -0.051, -5.539)
C (1.123, -0.360, -4.415)
C (2.426, -1.079, -4.813)
H (-4.047, -3.227, -4.239)
H (-2.499, -2.773, -3.563)
H (-3.976, -1.662, -3.323)
H (-2.857, -2.477, -6.072)
H (-3.849, -1.063, -5.592)
H (-1.676, 1.162, -8.577)
H (-1.289, 1.561, -6.831)
H (1.079, 1.398, -7.283)
H (0.734, 0.864, -8.942)
H (0.296, 2.480, -8.402)
H (1.274, 0.630, -4.012)
H (0.450, -0.921, -3.751)
H (3.113, -0.982, -3.958)
H (2.170, -2.112, -4.978)
H (2.857, -0.760, -5.769)
C (2.463, 7.798, 6.954)
C (3.067, 6.764, 5.979)
O (3.725, 5.792, 6.843)
P (4.039, 4.298, 6.407)
O (3.225, 3.336, 7.173)
O (3.866, 4.182, 4.854)
C (3.215, 3.027, 4.364)
C (3.725, 2.787, 2.941)
O (5.589, 4.191, 6.796)
C (6.582, 4.732, 5.951)
C (6.909, 3.869, 4.762)
H (3.199, 8.069, 7.722)
H (2.154, 8.652, 6.276)
H (1.490, 7.400, 7.395)
H (2.313, 6.322, 5.304)
H (3.819, 7.215, 5.374)
H (3.388, 2.179, 4.973)
H (2.121, 3.126, 4.301)
H (4.738, 2.337, 2.974)
H (3.011, 2.134, 2.425)
H (3.771, 3.756, 2.399)
H (6.319, 5.720, 5.610)
H (7.488, 4.629, 6.499)
H (7.919, 4.285, 4.474)
H (7.159, 2.873, 4.997)
H (6.282, 3.890, 3.895)
C (-3.106, 2.288, -3.463)
C (-3.329, 3.515, -2.674)
O (-2.711, 4.702, -3.225)
P (-1.082, 4.701, -3.124)
O (-0.508, 4.165, -1.844)
O (-0.624, 6.213, -3.319)
C (-1.151, 7.121, -4.226)
C (-0.419, 8.496, -4.219)
O (-0.692, 3.889, -4.410)
C (0.615, 3.458, -4.770)
C (1.414, 4.379, -5.617)
H (-3.660, 2.343, -4.420)
H (-2.073, 2.057, -3.623)
H (-3.562, 1.415, -3.013)
H (-4.390, 3.743, -2.706)
H (-3.011, 3.328, -1.629)
H (-1.248, 6.654, -5.296)
H (-2.194, 7.350, -3.938)
H (0.643, 8.382, -4.434)
H (-0.831, 8.927, -5.148)
H (-0.677, 9.006, -3.281)
H (1.191, 3.155, -3.840)
H (0.516, 2.503, -5.435)
H (1.788, 5.251, -5.100)
H (2.383, 3.830, -5.675)
H (0.938, 4.558, -6.561)
C (-0.393, 4.452, 5.124)
C (-0.517, 5.641, 4.218)
O (0.642, 5.548, 3.272)
P (0.495, 6.273, 1.838)
O (0.608, 7.697, 1.628)
O (1.492, 5.350, 1.025)
C (2.136, 5.595, -0.340)
C (3.501, 4.941, -0.262)
O (-1.021, 5.826, 1.420)
C (-1.668, 6.560, 0.370)
C (-3.116, 6.029, 0.379)
H (0.466, 4.515, 5.819)
H (-1.278, 4.387, 5.649)
H (-0.351, 3.595, 4.501)
H (-1.377, 5.716, 3.640)
H (-0.384, 6.656, 4.648)
H (1.486, 5.229, -1.131)
H (2.145, 6.701, -0.399)
H (3.887, 5.184, 0.735)
H (3.457, 3.878, -0.454)
H (4.118, 5.478, -0.966)
H (-1.561, 7.590, 0.589)
H (-1.224, 6.433, -0.578)
H (-3.130, 4.894, 0.308)
H (-3.677, 6.348, 1.266)
H (-3.694, 6.433, -0.434)


| no. | LUMO energy (Ha) | total energy (a.u.) |
| --- | --- | --- |
| 1 | -0.1204 | -6353.4057 |
| 2 | 0.0138 | -7789.9255 |